Entry from the Open Molecules 2025 dataset: the ion C7H18ClNO3P with charge +1 in a non-equilibrium geometry (the ωB97M-V functional and the def2-TZVPD basis).

Geometry as ORCA input:
```
! wB97M-V def2-TZVPD RIJCOSX def2/J DEFGRID3
* xyz 1 1
Cl -0.47 0.06 -3.30
P 2.26 1.57 0.19
O 3.38 0.92 1.09
O 2.68 1.58 -1.17
O 1.92 3.01 0.74
N 0.83 0.51 0.44
C 1.03 -0.76 -0.34
C -0.14 -1.73 -0.27
C -0.66 1.85 -1.18
C -0.59 -1.98 1.18
C -1.91 -2.76 1.18
C -0.48 1.23 0.21
C -1.47 1.01 -2.17
H -1.23 2.76 -1.03
H -0.97 -1.41 -0.88
H 0.20 -2.48 1.73
H -1.73 -3.75 0.77
H 1.35 2.99 1.53
H 0.27 2.15 -1.65
H 0.86 0.25 1.43
H -2.19 0.37 -1.69
H -2.62 -2.23 0.58
H 1.33 -0.54 -1.36
H -2.31 -2.86 2.18
H -1.33 0.61 0.45
H 0.23 -2.69 -0.62
H -0.49 2.05 0.93
H -2.02 1.71 -2.79
H 3.15 0.90 2.03
H -0.78 -1.05 1.71
H 1.89 -1.27 0.10
*
```

- structure (SMILES) = CCCC[N@H+](CCCCl)P(=O)(O)O
- HOMO level (eV) = -14.050
- HOMO-LUMO gap (eV) = 10.017
- LUMO (eV) = -4.033